Density functional theory data (ωB97M-V with the def2-TZVPD basis set) for a molecular structure, C30H31N4OS2SbW.

Calculated values
Spin multiplicity: 1
E_tot, eV: -69641.6423
Lowest unoccupied orbital energy, eV: -6.50
Highest occupied orbital energy, eV: -13.3746
Net charge: +2
Relative energy (zero: lowest compared OMol25 entry of this formula, charge and spin), kcal/mol: 0.0

CARTESIAN COORDINATES (ANGSTROEM)
1 W 1.8346 1.3153 -1.6098
2 C -1.2327 6.0368 -2.0966
3 C 0.0163 6.2191 -1.2512
4 N 0.1432 5.1932 -0.2109
5 C 0.7134 4.0023 -0.3273
6 S 1.5464 3.6124 -1.8488
7 N 0.6948 3.1681 0.6750
8 N 1.3634 2.0092 0.4134
9 C 1.7558 1.3011 1.4298
10 C 1.4715 1.6463 2.8490
11 C 2.5685 0.1270 1.0849
12 C 3.1952 -0.6448 2.0437
13 C 3.9633 -1.7299 1.6500
14 C 4.0759 -2.0216 0.3017
15 C 3.4457 -1.2021 -0.6119
16 N 2.7209 -0.1381 -0.2395
17 H -1.3012 6.8327 -2.8374
18 H -2.1319 6.0714 -1.4808
19 H -1.2094 5.0806 -2.6221
20 H 0.0084 7.1807 -0.7418
21 H 0.9143 6.1984 -1.8665
22 H -0.3200 5.3585 0.6718
23 H 0.7308 2.4345 2.9044
24 H 2.3845 1.9943 3.3407
25 H 1.1120 0.7694 3.3895
26 H 3.0854 -0.3938 3.0888
27 H 4.4632 -2.3421 2.3887
28 H 4.6532 -2.8644 -0.0494
29 H 3.5232 -1.3857 -1.6743
30 S -0.2443 0.3295 -1.8101
31 Sb -1.0571 -1.1602 -0.1099
32 C -1.9390 -0.1810 1.5113
33 C -1.9467 1.2048 1.5834
34 C -2.5727 1.8224 2.6581
35 C -3.1833 1.0586 3.6429
36 C -3.1817 -0.3292 3.5580
37 C -2.5619 -0.9567 2.4889
38 C 0.2675 -2.6076 0.6257
39 C 0.4127 -2.7763 1.9991
40 C 1.1229 -3.8690 2.4818
41 C 1.6886 -4.7755 1.5955
42 C 1.5490 -4.5992 0.2225
43 C 0.8284 -3.5206 -0.2676
44 C -2.4772 -2.2877 -1.1452
45 C -2.7418 -3.5794 -0.6942
46 C -3.7196 -4.3314 -1.3274
47 C -4.4181 -3.7960 -2.4024
48 C -4.1472 -2.5087 -2.8473
49 C -3.1759 -1.7447 -2.2181
50 H -1.4866 1.8106 0.8134
51 H -2.5873 2.9030 2.7212
52 H -3.6729 1.5445 4.4765
53 H -3.6711 -0.9223 4.3188
54 H -2.5791 -2.0395 2.4223
55 H -0.0458 -2.0808 2.6938
56 H 1.2203 -4.0188 3.5495
57 H 2.2289 -5.6333 1.9749
58 H 1.9793 -5.3162 -0.4640
59 H 0.6877 -3.4101 -1.3369
60 H -2.1898 -4.0099 0.1341
61 H -3.9339 -5.3344 -0.9837
62 H -5.1781 -4.3864 -2.8964
63 H -4.6940 -2.0977 -3.6850
64 H -2.9711 -0.7401 -2.5669
65 C 2.2528 1.6554 -4.9620
66 C 2.2019 1.2983 -3.5429
67 O 2.9633 0.4177 -2.9962
68 H 3.2896 1.7311 -5.2931
69 H 1.7044 2.5710 -5.1612
70 H 1.7901 0.8369 -5.5243

=====

Density functional theory data (ωB97M-V with the def2-TZVPD basis set) for a molecular structure, C30H31N5O5STi.

Calculated values
Spin multiplicity: 2
E_tot, eV: -83258.0432
Lowest unoccupied orbital energy (alpha / beta), eV: 2.52 / 2.52
Highest occupied orbital energy (alpha / beta), eV: -3.2014 / -3.1964
Expectation value of S²: 0.7581
Net charge: -1
Relative energy (zero: lowest compared OMol25 entry of this formula, charge and spin), kcal/mol: 0.5

CARTESIAN COORDINATES (ANGSTROEM)
1 Ti -0.7149 -0.1847 -0.1742
2 O -1.3018 -1.9718 0.5692
3 N -0.5423 -2.7869 1.2881
4 C -1.1806 -3.7663 1.9639
5 C -0.4913 -4.6765 2.7101
6 C 0.9052 -4.5762 2.7606
7 C 1.5342 -3.5777 2.0698
8 C 0.8138 -2.6342 1.3062
9 S 1.5231 -1.3771 0.4193
10 H -2.2533 -3.7422 1.8499
11 H -1.0298 -5.4461 3.2428
12 H 1.4834 -5.2807 3.3438
13 H 2.6085 -3.4679 2.0877
14 C 1.9353 -0.2037 -2.9299
15 C 1.2538 -1.5259 -3.1391
16 C 1.9580 -2.5982 -3.6703
17 C 1.3462 -3.8263 -3.8668
18 C 0.0132 -3.9759 -3.5186
19 C -0.7183 -2.9234 -2.9788
20 C -2.1571 -3.1411 -2.5918
21 C -0.0980 -1.6716 -2.7864
22 N -0.7958 -0.5996 -2.2080
23 C -1.9742 -0.1634 -2.8329
24 C -2.2279 -0.4004 -4.2975
25 C -2.8400 0.5223 -2.0597
26 C -4.1433 1.0516 -2.5936
27 N -2.4923 0.6321 -0.7047
28 C -3.1659 1.5636 0.1114
29 C -3.1162 2.9464 -0.1523
30 C -2.4282 3.4898 -1.3767
31 C -3.7150 3.8385 0.7342
32 C -4.3710 3.3899 1.8656
33 C -4.4356 2.0267 2.1133
34 C -3.8461 1.1094 1.2554
35 C -3.9124 -0.3603 1.5560
36 H 2.9332 -0.2036 -3.3709
37 H 2.0350 0.0095 -1.8613
38 H 1.3470 0.5960 -3.3910
39 H 3.0032 -2.4661 -3.9308
40 H 1.9044 -4.6589 -4.2781
41 H -0.4747 -4.9367 -3.6520
42 H -2.3082 -4.1761 -2.2765
43 H -2.8296 -2.9491 -3.4329
44 H -2.4467 -2.4805 -1.7767
45 H -1.3914 -0.9245 -4.7607
46 H -2.3705 0.5433 -4.8348
47 H -3.1280 -1.0003 -4.4693
48 H -4.8010 0.2378 -2.9191
49 H -3.9944 1.7064 -3.4580
50 H -4.6785 1.6213 -1.8339
51 H -1.7027 2.7804 -1.7660
52 H -1.9293 4.4331 -1.1470
53 H -3.1477 3.6825 -2.1773
54 H -3.6469 4.9030 0.5325
55 H -4.8190 4.0953 2.5549
56 H -4.9475 1.6632 2.9982
57 H -4.7026 -0.5661 2.2804
58 H -2.9612 -0.7060 1.9670
59 H -4.0907 -0.9387 0.6482
60 O 0.3619 4.9537 2.5737
61 C 0.8329 5.0345 1.3466
62 O 1.3663 6.0340 0.9157
63 C 0.7434 3.8128 0.4993
64 C 1.1862 3.7441 -0.8049
65 N 0.9249 2.5064 -1.2477
66 N 0.3491 1.7567 -0.3112
67 C 0.2288 2.5281 0.7597
68 C -0.3848 1.8794 1.9684
69 O -0.4447 2.5299 3.0199
70 O -0.7576 0.6942 1.7694
71 H -0.0527 4.0469 2.7800
72 H 1.6498 4.4976 -1.4179
73 H 1.0723 2.1063 -2.1613

=====

Density functional theory data (ωB97M-V with the def2-TZVPD basis set) for a molecular structure, C30H31NOP2Yb in a non-equilibrium geometry.

Calculated values
Spin multiplicity: 2
E_tot, eV: -85244.7740
Lowest unoccupied orbital energy (alpha / beta), eV: -4.81 / -4.77
Highest occupied orbital energy (alpha / beta), eV: -10.1592 / -10.1654
Expectation value of S²: 0.7588
Net charge: +1
Relative energy (zero: lowest compared OMol25 entry of this formula, charge and spin), kcal/mol: 180.0

CARTESIAN COORDINATES (ANGSTROEM)
1 C 2.2127 -1.9635 3.7074
2 C 2.1672 -1.7712 2.3356
3 C 1.5116 -2.7621 1.5199
4 C 0.8728 -3.9041 2.1429
5 C 0.9578 -4.0542 3.5632
6 C 1.6210 -3.1092 4.3195
7 C 0.1843 -4.7974 1.3023
8 C 0.1074 -4.5592 -0.0822
9 C 0.8018 -3.3958 -0.5961
10 C 0.7353 -3.0782 -2.0002
11 C 0.0045 -3.9087 -2.8354
12 C -0.6656 -5.0651 -2.3349
13 C -0.6203 -5.3878 -0.9935
14 H 2.7041 -1.2165 4.3410
15 H 0.4805 -4.9191 4.0364
16 H 1.6846 -3.2231 5.4068
17 H -0.3121 -5.6755 1.7317
18 H -0.0642 -3.6741 -3.9037
19 H -1.2287 -5.6956 -3.0309
20 H -1.1475 -6.2674 -0.6084
21 N 1.4956 -2.5605 0.1930
22 Yb -0.5904 0.2737 0.0079
23 C 2.6887 -0.5369 1.6591
24 H 3.1085 -0.7918 0.6727
25 H 3.4556 -0.0378 2.2773
26 C 1.4049 -1.8192 -2.4579
27 H 2.3561 -1.6826 -1.9181
28 H 1.5928 -1.8346 -3.5459
29 P 1.3294 0.7332 1.3400
30 P 0.3818 -0.2694 -2.0863
31 C -0.8712 -0.4155 -3.4487
32 H -1.4756 0.5063 -3.4792
33 H -0.4002 -0.5824 -4.4343
34 H -1.5462 -1.2553 -3.2145
35 C 1.5394 0.9867 -2.8333
36 H 1.8060 0.7347 -3.8754
37 H 1.0614 1.9809 -2.8131
38 H 2.4607 1.0331 -2.2284
39 C 0.9171 1.2115 3.0781
40 H 1.8214 1.4432 3.6698
41 H 0.2513 2.0888 3.0468
42 H 0.3636 0.3811 3.5448
43 C 2.3805 2.1787 0.8223
44 H 1.7338 3.0598 0.6711
45 H 3.1453 2.4187 1.5823
46 H 2.8785 1.9465 -0.1332
47 C -2.3310 -0.1354 -0.5221
48 O -3.4317 -0.4440 -0.7697
49 H -0.5608 -1.1903 0.5315
50 C -4.5074 4.5303 0.6847
51 C -4.2392 3.2099 1.0335
52 C -3.0326 2.6123 0.6598
53 C -2.0678 3.3183 -0.0836
54 C -0.8419 2.7096 -0.4950
55 C 0.1064 3.5559 -1.1042
56 C -0.1608 4.8931 -1.3884
57 C -1.3861 5.4503 -1.0606
58 C -2.3399 4.6821 -0.3943
59 C -3.5592 5.2692 -0.0187
60 H -5.4440 4.9878 0.9769
61 H -4.9672 2.6457 1.6026
62 H -2.8684 1.6093 0.9935
63 H 1.0889 3.2322 -1.3445
64 H 0.5948 5.5052 -1.8646
65 H -1.5734 6.4921 -1.2943
66 H -3.7747 6.3033 -0.2609

=====

Density functional theory data (ωB97M-V with the def2-TZVPD basis set) for a molecular structure, C30H32BrHoN6O6PS5Sb in a non-equilibrium geometry.

Calculated values
Spin multiplicity: 5
E_tot, eV: -218707.5837
Lowest unoccupied orbital energy (alpha / beta), eV: 3.83 / 3.83
Highest occupied orbital energy (alpha / beta), eV: -2.9483 / -2.9487
Expectation value of S²: 6.0038
Net charge: -2
Relative energy (zero: lowest compared OMol25 entry of this formula, charge and spin), kcal/mol: 0.0

CARTESIAN COORDINATES (ANGSTROEM)
1 Ho -0.3030 -0.2731 2.3772
2 O 1.4072 -6.9463 -0.6798
3 C 0.2650 -6.4379 -0.7389
4 O -0.7647 -6.8062 -1.3119
5 C 0.1831 -4.9901 -0.0630
6 C 1.0999 -4.5692 0.8873
7 C 0.9033 -3.3571 1.5484
8 N -0.0597 -2.4760 1.1688
9 C -0.9107 -2.8703 0.2610
10 C -0.8133 -4.1024 -0.4478
11 C -2.1498 -2.0118 0.1989
12 C -3.2546 -2.5664 -0.3786
13 C -4.4986 -1.9160 -0.2314
14 C -4.4979 -0.8269 0.6145
15 C -3.3056 -0.2600 1.0626
16 N -2.1684 -0.8566 0.9038
17 C 1.7440 -2.9247 2.7317
18 C 2.5160 -3.8743 3.4351
19 C 3.2055 -3.5149 4.5370
20 C 3.1279 -2.1930 4.9555
21 C 2.3403 -1.3246 4.2307
22 N 1.6932 -1.6644 3.1023
23 H 1.8739 -5.2534 1.2128
24 H -1.5175 -4.4227 -1.2181
25 H -3.1996 -3.4302 -1.0288
26 H -5.4192 -2.3738 -0.5818
27 H -5.4095 -0.2988 0.9578
28 H -3.3697 0.5716 1.7458
29 H 2.5231 -4.8864 3.0650
30 H 3.8390 -4.2428 5.0533
31 H 3.6118 -1.8785 5.8812
32 H 2.1855 -0.2820 4.5418
33 C -1.9581 3.8143 -5.1888
34 C -1.1020 2.5814 -5.3365
35 O -1.3710 1.7487 -4.1902
36 P -0.1949 1.4144 -3.1274
37 S -0.9088 0.1766 -1.7241
38 S 0.9025 3.0236 -2.6018
39 O 0.8521 0.6014 -4.0631
40 C 0.5428 -0.6443 -4.6457
41 C 1.8268 -1.2654 -5.1286
42 H -1.8561 4.4538 -6.0527
43 H -1.6545 4.3529 -4.2884
44 H -2.9719 3.4647 -5.1014
45 H -0.0480 2.8366 -5.3363
46 H -1.2801 2.0027 -6.2137
47 H -0.0940 -0.4229 -5.4834
48 H 0.0501 -1.2747 -3.8686
49 H 2.2279 -0.6802 -5.9655
50 H 1.6006 -2.1993 -5.6360
51 H 2.5519 -1.3556 -4.3244
52 S -1.8690 0.2232 7.3539
53 Sb -2.3405 -0.1316 5.1483
54 S -1.5543 -2.0520 4.0341
55 S -4.3788 0.5342 4.4596
56 C -1.8241 4.5650 -1.2492
57 C -1.2153 3.9994 -0.0167
58 C -0.5416 4.6000 1.0280
59 C -0.1206 3.5504 1.8499
60 N -0.4640 2.3461 1.3232
61 N -1.2014 2.6904 0.2319
62 C 0.5575 3.6937 3.1499
63 H -2.0733 3.7384 -1.9107
64 H -1.1803 5.2842 -1.8355
65 H -2.7596 5.1046 -1.0822
66 H -0.2674 5.6597 1.2271
67 H -1.3562 1.9284 -0.4887
68 H -0.1035 4.0259 3.9395
69 H 1.3265 4.5148 3.0610
70 H 1.0793 2.8308 3.4871
71 O -1.2073 1.1424 3.8128
72 O 0.2616 0.8271 4.0352
73 Br 1.9704 -1.7649 -1.2270
74 C 2.5261 -0.1518 -0.4601
75 C 3.5438 0.5719 -1.1348
76 C 3.8485 1.7928 -0.6166
77 C 3.2109 2.1756 0.5635
78 C 2.3126 1.3632 1.1778
79 N 1.9111 0.2206 0.6567
80 H 4.0097 0.1524 -2.0583
81 H 4.5629 2.4348 -1.0834
82 H 3.4753 3.1188 0.9731
83 H 1.8689 1.6423 2.1348